(1)
The following is a DFT calculation (ωB97M-V/def2-TZVPD) of a structure of composition C15H36ClFNO7Y in a non-equilibrium geometry.

Last column: Löwdin charge in e.
Positions of all 62 atoms, in Å:
Y  0.50159  0.36319  -1.76845  1.418
C  0.11612  1.23818  2.62942  -0.070
C  -0.38116  -0.19128  2.75484  -0.425
C  -1.72377  -0.02862  3.72886  -0.119
C  -2.66877  -1.25473  3.86303  -0.194
C  -3.09083  -1.78255  2.48155  -0.168
C  -1.85000  -2.01269  1.50615  -0.411
N  -0.96655  -0.74354  1.44555  -0.148
O  -0.91796  0.04301  0.28137  -0.361
C  -2.56190  -2.27201  0.14340  -0.048
C  -1.20562  -3.35370  2.02539  -0.040
C  0.63125  -1.01218  3.58332  -0.047
H  0.94542  1.33265  1.92839  0.056
H  0.51468  1.63710  3.56222  0.080
H  -0.69197  1.87039  2.26144  0.068
H  -2.34502  0.76146  3.30704  0.101
H  -1.34617  0.26737  4.70759  0.098
H  -3.56798  -1.05157  4.44461  0.102
H  -2.11066  -2.04423  4.36632  0.090
H  -3.73206  -1.00395  2.06840  0.107
H  -3.65357  -2.71043  2.58387  0.104
H  -3.25510  -1.47003  -0.11040  0.080
H  -3.08522  -3.22243  0.03890  0.087
H  -1.79127  -2.22026  -0.62571  0.033
H  -0.44334  -3.35961  2.80449  0.055
H  -0.73401  -3.83922  1.17101  0.062
H  -1.96324  -4.02410  2.43117  0.076
H  1.05023  -0.35834  4.34820  0.075
H  1.38816  -1.46506  2.94293  0.066
H  0.17265  -1.84454  4.11713  0.057
Cl  -1.31975  -0.75767  -3.49127  -0.251
F  2.23686  -0.45890  -3.10394  -0.519
C  2.79274  -1.35970  -0.21355  -0.182
C  1.67470  -2.38683  -0.23871  -0.181
O  0.70640  -1.98134  -1.21327  -0.177
O  2.28113  -0.00970  -0.20032  -0.162
H  3.39274  -1.41393  -1.12193  0.113
H  3.50265  -1.47880  0.60495  0.131
H  1.20089  -2.41754  0.74244  0.096
H  2.07239  -3.38185  -0.43845  0.137
H  0.17293  -2.77323  -1.31285  0.101
H  2.97835  0.52322  0.18888  0.108
C  0.59133  3.52397  -1.03085  -0.166
C  -0.93585  3.24829  -0.86597  -0.209
O  -1.25878  2.15961  -1.65825  -0.147
O  1.29324  2.33273  -0.72618  -0.154
H  0.86582  4.25651  -0.27182  0.134
H  0.85395  3.86570  -2.03203  0.114
H  -1.54563  4.10453  -1.15427  0.132
H  -1.26530  2.93913  0.12599  0.119
H  -2.21589  2.23251  -1.64315  0.125
H  2.16595  2.62652  -0.45477  0.120
C  2.04581  2.00057  -5.79471  -0.217
C  2.05981  2.55117  -4.33492  -0.193
O  0.96019  1.96288  -3.64018  -0.201
O  2.17802  0.58559  -5.81648  -0.061
H  2.83968  2.50045  -6.34966  0.112
H  1.10097  2.20877  -6.29674  0.119
H  1.83075  3.60722  -4.47772  0.112
H  2.91917  2.42083  -3.67720  0.129
H  0.23444  2.25688  -4.19556  0.102
H  2.35621  0.26433  -4.92956  0.031

HOMO energy   -5.51 eV

(2)
The following is a DFT calculation (ωB97M-V/def2-TZVPD) of a cluster of 3 separate species, C15H36F2N2O7S in total in a non-equilibrium geometry.

Last column: Löwdin charge in e.
Positions of all 63 atoms, in Å:
C  2.02487  -0.50170  6.59430  -0.072
C  0.67859  -0.40684  5.89072  -0.185
C  -0.27237  0.39545  6.71442  -0.452
F  0.12081  1.67837  6.69168  0.081
O  -1.60742  0.44240  6.20407  -0.225
S  -2.38363  -0.96150  6.10875  0.938
O  -3.57703  -0.64084  5.44148  -0.343
O  -2.86069  -1.26265  7.72577  -0.243
F  -2.53608  -0.20718  8.58724  -0.089
H  2.53348  0.44354  6.55884  0.077
H  2.60561  -1.24450  6.08482  0.072
H  1.91620  -0.82430  7.61472  0.076
H  0.81491  0.10725  4.95982  0.111
H  0.32615  -1.40589  5.71735  0.104
H  -0.27110  0.08877  7.74759  0.144
C  -4.60697  1.92552  0.80168  -0.113
O  -3.99349  0.91468  0.02538  -0.193
C  -3.16489  1.39552  -1.02510  -0.214
C  -1.70577  1.10850  -0.75002  -0.213
N  -1.19823  1.91321  0.35208  -0.039
C  0.12879  1.51899  0.81901  -0.192
C  0.29967  0.12273  1.40357  -0.217
O  -0.36994  -0.07855  2.63563  -0.194
C  -1.73357  -0.45881  2.53759  -0.083
H  -5.33165  1.44173  1.45360  0.089
H  -3.88343  2.46004  1.42688  0.079
H  -5.13256  2.64620  0.16872  0.087
H  -3.32927  2.46247  -1.20014  0.122
H  -3.45663  0.85853  -1.93258  0.121
H  -1.12168  1.33277  -1.64541  0.104
H  -1.61536  0.03136  -0.55348  0.108
H  -1.84385  1.85685  1.12806  0.071
H  0.42327  2.23600  1.58954  0.119
H  0.83418  1.63282  -0.00922  0.112
H  1.36360  -0.00829  1.61952  0.123
H  0.03047  -0.66524  0.69037  0.105
H  -1.92712  -1.06054  1.64657  0.094
H  -2.39048  0.41339  2.54782  0.083
H  -1.97534  -1.05655  3.41579  0.051
C  3.44703  0.68008  -6.84370  -0.115
O  2.20097  0.01217  -6.87578  -0.194
C  2.29276  -1.40609  -6.91314  -0.218
C  1.80739  -2.02289  -5.62007  -0.217
N  2.71742  -1.73767  -4.51857  -0.050
C  2.20981  -2.10000  -3.19821  -0.199
C  0.95999  -1.39366  -2.68472  -0.227
O  1.13823  -0.01788  -2.40674  -0.201
C  0.99188  0.85332  -3.51441  -0.099
H  3.25190  1.74151  -6.98453  0.088
H  3.96097  0.54693  -5.88523  0.079
H  4.10149  0.33636  -7.64944  0.087
H  3.31233  -1.72750  -7.14235  0.122
H  1.64333  -1.74831  -7.72361  0.122
H  1.73779  -3.10686  -5.75012  0.124
H  0.79427  -1.64070  -5.43494  0.106
H  2.93544  -0.75061  -4.51882  0.069
H  3.01226  -1.90591  -2.48271  0.120
H  2.02841  -3.17921  -3.18363  0.118
H  0.70047  -1.85527  -1.72761  0.116
H  0.09426  -1.54011  -3.34157  0.113
H  0.27157  0.47050  -4.24133  0.092
H  1.94834  1.03734  -4.00985  0.075
H  0.62961  1.81073  -3.13631  0.083

HOMO energy   -8.60 eV

(3)
The following is a DFT calculation (ωB97M-V/def2-TZVPD) of a structure of composition C15H37BCl2LiN2O10Si2 in a non-equilibrium geometry.

Last column: Löwdin charge in e.
Positions of all 70 atoms, in Å:
C  2.61680  -1.73947  0.41697  -0.124
O  2.78077  -0.53506  -0.28949  -0.194
C  1.63869  -0.17012  -1.04201  -0.213
C  0.53752  0.48352  -0.19992  -0.184
C  -0.86779  0.05650  -0.62621  -0.239
C  -1.19276  -1.43085  -0.33039  -0.227
Si  -2.51484  -1.62042  0.97402  0.450
C  -2.15604  -0.36046  2.36097  -0.119
B  -2.38165  -0.86198  3.83718  -0.779
O  -3.40537  -0.18920  4.57037  0.072
O  -1.72372  -1.86128  4.45327  0.186
C  -4.15111  -1.28819  0.11936  -0.161
C  -5.46521  -1.60594  0.86468  -0.397
O  -5.27326  -2.55371  1.92699  -0.058
C  -6.52876  -2.21844  -0.06533  -0.235
N  -7.89720  -1.74958  0.09864  0.007
O  -2.38179  -3.07993  1.72979  -0.404
Si  -2.43274  -4.56573  0.97998  0.587
H  3.53651  -1.92481  0.97411  0.091
H  2.41330  -2.57696  -0.26385  0.093
H  1.78999  -1.68255  1.14489  0.072
H  1.24961  -1.03905  -1.59838  0.126
H  1.99613  0.54438  -1.78841  0.099
H  0.69175  0.22103  0.85418  0.068
H  0.61525  1.57119  -0.27956  0.084
H  -0.98659  0.25685  -1.69709  0.118
H  -1.59649  0.71218  -0.12549  0.086
H  -1.62096  -1.87719  -1.23785  0.082
H  -0.29954  -2.02183  -0.09712  0.074
H  -1.11320  -0.05266  2.21839  0.049
H  -2.78476  0.51974  2.26820  -0.005
H  -3.03506  0.42048  5.21645  0.101
H  -1.06225  -2.29286  3.90450  0.109
H  -4.15349  -0.21835  -0.13953  0.092
H  -4.10445  -1.81576  -0.84232  0.089
H  -5.89325  -0.68822  1.29562  0.130
H  -5.05021  -2.11517  2.75114  0.083
H  -6.50207  -3.30136  0.08388  0.128
H  -6.24188  -2.03736  -1.10782  0.109
H  -7.93102  -0.74975  0.24922  0.062
H  -8.36663  -2.21374  0.86458  0.071
H  -1.73213  -5.52465  1.85013  -0.059
H  -1.73960  -4.49208  -0.32348  -0.047
H  -3.83133  -4.98799  0.79562  -0.050
C  2.30175  0.78587  4.24501  -0.962
Cl  0.61021  0.22972  4.34471  0.591
Cl  2.57975  1.48742  2.66090  0.585
H  2.46530  1.52496  5.01959  0.032
H  2.94708  -0.07413  4.37677  0.034
C  3.32474  1.59317  -4.53015  -0.012
C  2.55811  2.70843  -3.86972  -0.304
C  3.38129  3.92584  -3.49619  -0.071
O  2.68118  4.42080  -2.33873  0.086
C  2.05432  3.38485  -1.76135  -0.554
O  1.55571  3.40286  -0.67709  0.140
O  2.06581  2.30218  -2.57192  0.033
H  2.66086  0.77824  -4.81639  0.089
H  3.82546  1.96170  -5.42537  0.097
H  4.07190  1.19068  -3.84500  0.089
H  1.69166  2.99252  -4.47252  0.159
H  3.40788  4.69008  -4.26755  0.146
H  4.39980  3.66501  -3.20425  0.102
Li  -3.49948  1.71240  3.13621  0.857
C  7.27714  2.27698  -1.58664  0.055
N  7.43784  3.58168  -2.28747  -0.441
O  6.52778  3.96535  -2.99966  0.043
O  8.47002  4.17815  -2.09958  0.090
H  6.31067  1.86269  -1.84773  0.085
H  8.08991  1.63538  -1.91291  0.103
H  7.35412  2.47402  -0.52181  0.103

HOMO energy   -11.38 eV
Net charge   +1

(4)
The following is a DFT calculation (ωB97M-V/def2-TZVPD) of a structure of composition C15H38B3N3O8 in a non-equilibrium geometry.

Last column: Löwdin charge in e.
Positions of all 67 atoms, in Å:
C  -0.27818  -5.52701  -2.42079  0.002
C  0.17213  -6.61153  -1.48210  -0.363
C  -0.63831  -7.86854  -1.44490  -0.020
N  1.18896  -6.48762  -0.71574  0.278
B  1.16951  -5.39751  0.20092  -0.665
O  0.11261  -5.24138  1.10691  0.266
B  -0.34255  -3.93273  1.02933  -0.339
O  0.63694  -2.96726  1.23021  0.273
B  1.52235  -3.19007  0.17235  -0.787
O  1.64906  -2.27819  -0.81945  0.239
O  2.17985  -4.40937  0.18127  0.308
H  -0.48975  -5.96291  -3.39260  0.087
H  0.48754  -4.76293  -2.49609  0.089
H  -1.18630  -5.04245  -2.05487  0.103
H  -1.09658  -8.10975  -2.40282  0.076
H  -1.43284  -7.74015  -0.71023  0.099
H  -0.02724  -8.69808  -1.10760  0.086
H  -1.46068  -3.66126  0.73136  0.125
H  2.47198  -2.40783  -1.29723  0.123
C  -2.40100  1.67617  6.24806  -0.117
O  -1.24796  1.13027  5.63900  -0.194
C  -1.38016  -0.23188  5.25081  -0.214
C  -1.39911  -0.37374  3.74434  -0.211
N  -2.62952  0.16215  3.17597  -0.046
C  -2.59540  0.30704  1.72216  -0.191
C  -1.56594  1.26457  1.12857  -0.232
O  -1.79781  2.63252  1.42158  -0.189
C  -1.29685  3.07441  2.67035  -0.106
H  -2.12891  2.65280  6.64489  0.088
H  -3.21765  1.80999  5.53012  0.078
H  -2.74738  1.04794  7.07389  0.087
H  -2.26205  -0.69431  5.70313  0.122
H  -0.49857  -0.75490  5.63211  0.122
H  -1.30871  -1.43156  3.48125  0.121
H  -0.51473  0.14705  3.35468  0.106
H  -2.80684  1.07216  3.57924  0.067
H  -3.58493  0.65112  1.41152  0.120
H  -2.45117  -0.68225  1.27618  0.115
H  -1.63886  1.18280  0.04037  0.123
H  -0.53713  0.98477  1.38741  0.104
H  -0.38604  2.54312  2.95851  0.089
H  -2.04656  2.97825  3.45994  0.072
H  -1.06367  4.13558  2.57291  0.089
C  1.05633  3.84926  -0.20808  -0.098
O  2.21352  3.26814  -0.78411  -0.186
C  2.04211  1.89844  -1.12117  -0.214
C  2.01709  1.70292  -2.62186  -0.213
N  0.79678  2.24419  -3.20616  -0.048
C  0.80842  2.32743  -4.66399  -0.202
C  1.83888  3.23486  -5.32836  -0.231
O  1.63735  4.61528  -5.09801  -0.178
C  2.17975  5.11779  -3.89062  -0.099
H  1.33066  4.83324  0.16946  0.092
H  0.25667  3.97233  -0.94589  0.084
H  0.68644  3.24388  0.62250  0.069
H  1.14887  1.47592  -0.65255  0.112
H  2.90961  1.36537  -0.72023  0.122
H  2.07308  0.63267  -2.84415  0.119
H  2.91679  2.18465  -3.02874  0.106
H  0.64246  3.17251  -2.83613  0.068
H  -0.18064  2.67741  -4.96915  0.119
H  0.92286  1.31556  -5.06675  0.116
H  1.73367  3.10041  -6.40819  0.120
H  2.86944  2.95024  -5.08325  0.110
H  3.09355  4.59186  -3.60315  0.089
H  1.45408  5.06956  -3.07430  0.072
H  2.42071  6.16858  -4.05202  0.088

HOMO energy   -8.61 eV

| no. | HOMO-LUMO gap (eV) | E_LUMO (eV) |
| --- | --- | --- |
| 1 | 4.91 | -0.600 |
| 2 | 8.66 | 0.066 |
| 3 | 6.94 | -4.437 |
| 4 | 8.93 | 0.318 |